No. 1
Formula: C33H45BNO23P2S
Source: the Open Molecules 2025 dataset
Level of theory: wB97M-V/def2-TZVPD

Each line ends with the Mulliken charge.
Atoms and positions in Å:
1 C 0.876 1.650 -1.552  -0.14
2 C 2.452 1.930 -1.120  0.43
3 O 3.245 2.523 -2.030  -0.57
4 O 2.848 1.523 0.238  -0.26
5 C 2.416 0.116 0.512  0.37
6 O 2.754 -0.856 -0.374  -0.60
7 C 1.587 -0.344 1.870  0.05
8 B -0.047 -0.395 1.678  0.43
9 O -0.717 0.335 2.785  -0.55
10 C -1.593 -0.484 3.673  0.92
11 C -0.664 -0.749 4.990  -0.69
12 C -0.487 0.796 5.868  0.27
13 C -1.575 0.978 7.198  -0.97
14 O 0.044 0.685 7.324  -0.43
15 P -3.175 0.571 3.774  0.68
16 O -2.937 2.085 4.244  -0.76
17 C -1.614 -1.942 2.897  0.36
18 C -3.041 -2.642 2.506  -1.20
19 C -3.925 -1.857 1.373  1.47
20 C -4.502 -2.787 0.157  0.21
21 O -4.526 -4.119 0.099  -0.60
22 N -5.134 -2.029 -1.029  -0.45
23 C -4.061 -2.129 -2.123  0.22
24 C -2.594 -1.422 -1.884  0.28
25 C -1.375 -1.545 -3.023  -0.18
26 C -1.652 -2.390 -4.404  -0.51
27 C -3.137 -3.054 -4.656  -0.33
28 C -4.339 -2.935 -3.540  -0.41
29 P -0.623 -3.412 3.703  -0.04
30 S -0.313 -4.889 2.421  -0.36
31 O -0.755 -1.693 1.693  -0.26
32 H 0.158 1.905 -0.661  0.19
33 H 0.801 0.497 -1.778  -0.19
34 H 0.563 2.242 -2.530  0.32
35 H 1.838 0.489 2.687  0.13
36 H 2.041 -1.374 2.198  0.12
37 H -0.206 -0.028 0.570  -0.57
38 H 0.481 -0.937 4.754  0.12
39 H -1.112 -1.473 5.792  0.34
40 H -0.226 1.815 5.181  0.39
41 H -1.379 1.470 8.222  0.39
42 H -1.848 2.035 6.709  0.18
43 H -3.875 0.695 2.488  0.06
44 H -4.123 -0.134 4.643  -0.05
45 H -2.957 -3.767 2.153  0.49
46 H -3.685 -2.683 3.511  0.25
47 H -3.297 -0.934 1.012  0.05
48 H -4.882 -1.424 1.941  -0.91
49 H -5.237 -1.018 -0.714  0.41
50 H -2.295 -0.792 -0.920  -0.10
51 H -0.326 -1.057 -2.815  0.07
52 H -0.756 -2.473 -5.167  0.30
53 H -3.330 -3.629 -5.657  0.28
54 H -5.400 -3.418 -3.736  0.29
55 H -1.275 -3.838 4.916  0.10
56 H 0.730 -3.000 4.105  0.07
57 C -8.528 -0.128 3.822  -0.36
58 C -7.406 -0.756 4.583  -0.41
59 O -6.414 -0.956 3.595  -0.27
60 C -6.663 -0.060 2.596  0.60
61 O -5.907 0.162 1.665  -0.51
62 O -7.867 0.557 2.775  -0.35
63 H -9.109 0.567 4.434  0.30
64 H -9.205 -0.870 3.387  0.27
65 H -7.005 -0.094 5.358  0.29
66 H -7.695 -1.706 5.041  0.31
67 C 0.033 -6.262 -1.186  -0.23
68 C 0.683 -7.002 -2.309  -0.29
69 O 1.502 -7.946 -1.646  -0.32
70 C 0.965 -8.136 -0.405  0.63
71 O 1.317 -9.007 0.372  -0.58
72 O -0.018 -7.223 -0.149  -0.25
73 H -0.971 -5.914 -1.442  0.26
74 H 0.629 -5.408 -0.847  0.21
75 H -0.041 -7.538 -2.932  0.25
76 H 1.284 -6.347 -2.946  0.29
77 C 4.673 3.279 -6.439  -0.11
78 C 3.786 3.627 -5.288  0.02
79 O 2.488 3.360 -5.785  -0.34
80 C 2.630 2.452 -6.795  0.65
81 O 1.702 1.871 -7.334  -0.58
82 O 3.943 2.277 -7.121  -0.34
83 H 5.646 2.898 -6.115  0.32
84 H 4.831 4.125 -7.116  0.14
85 H 3.967 2.993 -4.414  0.15
86 H 3.880 4.676 -4.992  0.13
87 C 3.985 8.284 -5.284  -0.36
88 C 4.564 9.231 -6.284  -0.36
89 O 5.640 8.499 -6.840  -0.33
90 C 5.359 7.177 -6.652  0.61
91 O 5.988 6.261 -7.156  -0.52
92 O 4.283 7.013 -5.829  -0.21
93 H 2.905 8.412 -5.166  0.31
94 H 4.463 8.369 -4.302  0.27
95 H 3.856 9.481 -7.082  0.26
96 H 4.921 10.156 -5.823  0.30
97 C 5.470 0.610 2.377  0.06
98 C 6.815 1.138 1.993  -0.28
99 O 7.338 1.617 3.217  -0.32
100 C 6.696 0.942 4.215  0.58
101 O 7.017 0.982 5.391  -0.57
102 O 5.648 0.217 3.725  -0.31
103 H 5.166 -0.241 1.762  0.22
104 H 4.691 1.378 2.333  0.08
105 H 7.476 0.355 1.608  0.26
106 H 6.750 1.943 1.257  0.28

Summary:
Net charge: -1

No. 2
Formula: C21H32N2O4
Source: the Open Molecules 2025 dataset
Level of theory: wB97M-V/def2-TZVPD

Each line ends with the natural charge from an NBO analysis.
Atoms and positions in Å:
1 C 0.496 -6.090 3.217  -0.62
2 C 0.432 -4.616 2.850  -0.06
3 O 0.386 -3.863 4.043  -0.54
4 C 0.092 -2.498 3.878  -0.06
5 C 1.253 -1.680 3.300  -0.43
6 H 2.151 -1.889 3.883  0.21
7 H 1.440 -1.975 2.264  0.19
8 C 0.958 -0.180 3.351  -0.22
9 N -0.166 0.181 2.524  -0.63
10 C -1.348 0.599 3.013  0.67
11 O -1.584 0.744 4.194  -0.63
12 C -2.388 0.861 1.925  -0.31
13 N -1.755 1.146 0.652  -0.48
14 C -2.645 1.110 -0.502  -0.05
15 C -1.757 0.921 -1.736  -0.41
16 H -1.257 -0.042 -1.642  0.22
17 H -2.376 0.886 -2.636  0.20
18 C -0.699 2.036 -1.903  0.22
19 C 0.461 1.526 -2.754  0.01
20 C 0.873 2.213 -3.891  -0.21
21 C 1.922 1.757 -4.660  -0.25
22 C 2.604 0.593 -4.310  0.30
23 C 2.215 -0.090 -3.164  -0.29
24 C 1.160 0.379 -2.402  -0.22
25 H 0.889 -0.170 -1.512  0.21
26 H 2.726 -0.987 -2.851  0.22
27 O 3.621 0.223 -5.138  -0.49
28 C 4.351 -0.938 -4.829  -0.25
29 H 3.712 -1.827 -4.827  0.18
30 H 4.856 -0.850 -3.861  0.18
31 H 5.098 -1.034 -5.616  0.20
32 H 2.238 2.293 -5.541  0.22
33 H 0.378 3.130 -4.171  0.22
34 O -1.284 3.181 -2.497  -0.73
35 H -1.689 2.920 -3.331  0.47
36 C -0.149 2.491 -0.536  -0.41
37 H 0.659 1.824 -0.235  0.21
38 C -1.215 2.501 0.561  -0.06
39 H -0.750 2.787 1.508  0.22
40 C -2.409 3.410 0.200  -0.43
41 H -2.092 4.218 -0.453  0.23
42 H -2.846 3.841 1.101  0.21
43 C -3.390 2.460 -0.500  -0.44
44 H -3.628 2.787 -1.508  0.22
45 H -4.321 2.370 0.059  0.21
46 H 0.263 3.491 -0.666  0.23
47 H -3.331 0.261 -0.432  0.21
48 H -2.980 -0.054 1.824  0.22
49 H -3.060 1.653 2.283  0.20
50 H -0.098 0.095 1.520  0.42
51 H 1.842 0.381 3.027  0.19
52 H 0.701 0.117 4.371  0.23
53 H -0.801 -2.375 3.245  0.16
54 H -0.145 -2.132 4.880  0.20
55 H 1.314 -4.342 2.251  0.16
56 H -0.467 -4.412 2.246  0.16
57 H 1.381 -6.279 3.819  0.21
58 H -0.380 -6.365 3.798  0.21
59 H 0.537 -6.698 2.318  0.21

Summary:
Energy relative to the best compared isomer or geometry (same formula, charge and spin), kcal/mol: 27.71
SMILES: CCOCCCNC(=O)CN1[C@@H]2CC[C@H]1C[C@](O)(c1ccc(OC)cc1)C2

No. 3
Formula: C27H54O27
Source: the Open Molecules 2025 dataset
Level of theory: wB97M-V/def2-TZVPD

Each line ends with the Mulliken charge.
Atoms and positions in Å:
1 C 1.614 2.824 1.715  -0.36
2 O 0.688 1.799 2.171  -0.33
3 C 1.247 0.798 2.877  0.70
4 O 2.393 0.779 3.205  -0.51
5 O 0.245 -0.031 3.220  -0.25
6 C 0.639 -1.403 3.532  -0.26
7 H 1.048 3.360 1.016  0.06
8 H 2.412 2.251 1.186  0.16
9 H 2.065 3.374 2.516  0.37
10 H 1.368 -1.434 4.334  0.32
11 H 1.012 -1.905 2.658  -0.07
12 H -0.261 -1.808 3.943  0.19
13 C 5.676 5.801 2.044  -0.53
14 O 5.691 4.847 3.135  -0.37
15 C 5.520 3.568 2.839  0.89
16 O 5.496 3.167 1.703  -0.57
17 O 5.402 2.793 3.927  -0.34
18 C 5.338 1.397 3.732  -0.39
19 H 6.593 5.794 1.490  0.30
20 H 5.521 6.774 2.520  0.25
21 H 4.926 5.550 1.296  0.18
22 H 4.733 1.139 2.833  0.09
23 H 4.885 0.930 4.588  0.22
24 H 6.369 1.024 3.528  0.31
25 C -3.364 -0.434 -1.633  -0.38
26 O -4.076 -0.443 -0.360  -0.40
27 C -4.733 -1.582 -0.169  0.85
28 O -4.360 -2.627 -0.710  -0.57
29 O -5.684 -1.442 0.676  -0.37
30 C -6.447 -2.623 0.962  -0.72
31 H -4.076 -0.300 -2.420  0.54
32 H -2.588 -1.219 -1.748  -0.12
33 H -2.864 0.463 -1.645  0.30
34 H -7.194 -2.776 0.160  0.34
35 H -7.057 -2.339 1.866  0.24
36 H -5.806 -3.479 1.096  0.33
37 C 2.155 -3.192 -2.448  -0.38
38 O 2.076 -3.732 -1.103  -0.37
39 C 2.723 -3.095 -0.162  0.99
40 O 3.600 -2.296 -0.304  -0.58
41 O 2.367 -3.720 0.996  -0.30
42 C 3.364 -3.368 2.064  -0.70
43 H 1.831 -2.165 -2.520  -0.04
44 H 1.631 -3.916 -3.056  0.16
45 H 3.232 -3.148 -2.658  0.41
46 H 4.359 -3.572 1.853  0.37
47 H 3.043 -3.925 2.906  0.29
48 H 3.374 -2.276 2.201  0.19
49 C -3.642 -1.654 3.392  -0.52
50 O -4.082 -2.011 4.746  -0.30
51 C -4.847 -1.077 5.391  0.75
52 O -5.383 -0.119 4.879  -0.56
53 O -4.860 -1.407 6.670  -0.33
54 C -5.494 -0.530 7.585  -0.67
55 H -4.467 -1.175 2.836  0.34
56 H -3.381 -2.627 2.897  0.12
57 H -2.832 -0.933 3.410  0.30
58 H -6.398 -0.069 7.134  0.32
59 H -4.819 0.272 7.906  0.27
60 H -5.890 -1.101 8.434  0.25
61 C -1.652 -4.246 -0.431  -0.94
62 O -1.403 -2.926 -1.024  0.14
63 C -0.603 -2.056 -0.384  -0.28
64 O -0.157 -2.275 0.700  -0.35
65 O -0.366 -1.021 -1.149  0.64
66 C 0.118 0.091 -0.396  -0.67
67 H -1.806 -4.135 0.626  0.27
68 H -0.893 -5.002 -0.584  0.28
69 H -2.646 -4.455 -0.878  0.21
70 H 0.737 -0.121 0.451  -0.01
71 H -0.699 0.688 -0.084  0.41
72 H 0.858 0.609 -0.974  0.12
73 C -0.817 -2.595 -4.460  -0.34
74 O -2.219 -2.183 -4.318  -0.25
75 C -3.179 -3.168 -4.288  0.99
76 O -2.902 -4.349 -4.174  -0.64
77 O -4.325 -2.568 -4.436  -0.28
78 C -5.382 -3.528 -4.749  -0.75
79 H -0.195 -1.822 -4.070  -0.32
80 H -0.772 -2.760 -5.545  0.50
81 H -0.719 -3.581 -3.974  0.28
82 H -4.994 -4.405 -5.229  0.38
83 H -5.982 -2.931 -5.441  0.27
84 H -5.956 -3.725 -3.828  0.23
85 C 4.036 5.832 -2.897  -0.50
86 O 2.686 5.912 -3.266  -0.36
87 C 1.826 5.688 -2.265  0.92
88 O 2.059 5.850 -1.078  -0.58
89 O 0.611 5.306 -2.846  -0.32
90 C -0.441 5.094 -1.840  -0.55
91 H 4.511 4.903 -3.323  0.21
92 H 4.157 5.853 -1.810  0.21
93 H 4.512 6.712 -3.317  0.25
94 H -0.647 5.995 -1.262  0.37
95 H -0.395 4.214 -1.147  0.09
96 H -1.411 4.954 -2.363  0.28
97 C -0.083 1.434 -4.300  -0.69
98 O 0.811 1.708 -3.140  -0.04
99 C 2.112 1.366 -3.354  0.52
100 O 2.594 0.877 -4.344  -0.60
101 O 2.746 1.586 -2.251  -0.02
102 C 4.063 0.947 -2.091  -0.59
103 H -1.132 1.529 -3.919  0.17
104 H 0.193 0.409 -4.564  0.18
105 H 0.038 2.108 -5.141  0.38
106 H 3.973 -0.132 -2.329  0.19
107 H 4.296 1.033 -1.011  0.15
108 H 4.804 1.533 -2.636  0.31

Summary:
Energy relative to the best compared isomer or geometry (same formula, charge and spin), kcal/mol: 59.33
SMILES: COC(=O)OC.COC(=O)OC.COC(=O)OC.COC(=O)OC.COC(=O)OC.COC(=O)OC.COC(=O)OC.COC(=O)OC.COC(=O)OC

The calculation returns the following calculated total energy values, one per record and in order: -113604.3082, -33466.6946, -84154.8749 eV.
The calculation returns the following orbital gap values, one per record and in order: 7.5, 9.0, 11.1 eV.
The calculation returns the following LUMO values, one per record and in order: 1.53, 0.43, 0.59 eV.